Density functional theory data (ωB97M-V/def2-TZVPD) for a molecular structure, C40H51N6O6PSZr.

- Highest occupied orbital energy: -7.5 eV
- Gap between HOMO and LUMO: 7.231 eV
- Energy relative to the best compared isomer or geometry (same formula, charge and spin): 2.4 kJ/mol
- F_max: 0.26 eV Å⁻¹

```
106
Properties=species:S:1:pos:R:3:forces:R:3
Zr -0.30724 -0.52153 -0.10508 -0.2 0.1 -0.2
O 0.86370 2.81512 2.47156 -0.1 0.1 -0.1
C 0.77975 1.93485 1.62143 0.1 -0.1 0.0
N -0.23507 1.56165 0.84094 0.0 -0.2 0.1
C -1.46099 2.24249 0.76539 0.0 0.0 -0.1
C -1.93621 3.23459 1.62014 0.0 -0.1 0.0
C -3.16066 3.83482 1.35414 0.0 0.0 0.0
C -3.92020 3.45453 0.25874 0.0 0.0 0.0
C -3.45642 2.46350 -0.59796 0.0 0.0 0.0
C -2.23164 1.86876 -0.35336 0.0 0.0 0.1
N -1.60728 0.91668 -1.21076 0.1 0.0 0.2
C -1.33318 1.34776 -2.45608 0.1 0.0 -0.1
O -1.81185 2.28915 -3.07251 -0.1 -0.1 0.0
C -0.19490 0.59147 -3.10900 0.0 0.0 0.0
C 0.04562 0.73955 -4.46660 0.0 0.0 0.0
C 1.09632 0.04985 -5.03793 0.0 0.0 0.0
C 1.88023 -0.76540 -4.23128 0.0 0.0 0.0
C 1.58378 -0.84334 -2.88618 0.0 0.0 0.0
N 0.57285 -0.17272 -2.32554 0.0 0.0 0.1
C 2.02470 1.09414 1.34933 0.0 0.0 0.0
C 3.20250 1.40361 2.01060 0.0 0.0 0.0
C 4.32546 0.62985 1.78778 0.0 0.0 0.0
C 4.23146 -0.45552 0.92863 0.0 0.0 0.0
C 3.01944 -0.70578 0.31904 0.0 0.0 0.0
N 1.94185 0.06365 0.49393 0.0 0.0 0.0
H -1.33674 3.53678 2.46480 0.0 0.0 0.0
H -3.51905 4.61718 2.01173 0.0 0.0 0.0
H -4.86879 3.93757 0.05834 0.0 0.0 0.0
H -4.01796 2.17834 -1.47686 0.0 0.0 0.0
H -0.60523 1.39646 -5.02538 0.0 0.0 0.0
H 1.30440 0.13878 -6.09616 0.0 0.0 0.0
H 2.70921 -1.33050 -4.63323 0.0 0.0 0.0
H 2.17000 -1.47663 -2.23422 0.0 0.0 0.0
H 3.18888 2.24606 2.68686 0.0 0.0 0.0
H 5.25824 0.85602 2.28760 0.0 0.0 0.0
H 5.07274 -1.10757 0.74259 0.0 0.0 0.0
H 2.89921 -1.57554 -0.31403 0.0 0.0 0.0
C -5.73842 3.67627 4.10615 0.0 0.0 0.0
C -5.47015 2.20069 4.20707 0.0 0.0 0.0
C -5.35479 1.57949 5.44520 0.0 0.0 0.0
C -5.06135 0.22599 5.54306 0.0 0.0 0.0
C -4.90108 -0.51207 4.38376 0.0 0.0 0.0
C -5.02380 0.08508 3.13409 0.0 0.0 0.0
C -5.30309 1.43506 3.05212 0.0 0.0 0.0
S -4.47069 -2.22157 4.46338 0.0 0.0 0.0
O -5.31713 -2.94560 3.55702 0.0 0.0 0.0
O -4.36801 -2.59105 5.84406 0.0 0.0 0.0
N -2.97095 -2.31274 3.81159 0.0 0.0 0.0
C -1.87125 -1.61292 4.47507 0.0 0.0 0.0
C -0.56434 -2.01524 3.81179 0.0 0.0 0.0
C -0.45751 -1.57382 2.37334 -0.1 0.1 0.0
O -1.38961 -0.87596 1.85645 -0.1 0.0 0.0
O 0.55403 -1.86058 1.68605 -0.1 0.1 0.0
H -6.25471 4.04725 4.99095 0.0 0.0 0.0
H -6.34095 3.90797 3.22792 0.0 0.0 0.0
H -4.79889 4.22453 4.01200 0.0 0.0 0.0
H -5.49167 2.16166 6.34867 0.0 0.0 0.0
H -4.96359 -0.26194 6.50326 0.0 0.0 0.0
H -4.90452 -0.50201 2.23125 0.0 0.0 0.0
H -5.38127 1.90576 2.08048 0.0 0.0 0.0
H -3.02014 -2.08483 2.82266 0.0 0.0 0.0
H -1.87044 -1.91311 5.52140 0.0 0.0 0.0
H -1.99540 -0.52580 4.42354 0.0 0.0 0.0
H -0.42603 -3.09805 3.84368 0.0 0.0 0.0
H 0.28329 -1.57327 4.34071 0.0 0.0 0.0
C -3.95222 -2.32981 0.23016 0.0 0.0 0.0
C -3.34188 -3.69220 -0.14732 0.0 0.0 0.0
C -2.79944 -4.28340 1.16287 0.0 0.0 0.0
C -4.45598 -4.61327 -0.65630 0.0 0.0 0.0
P -1.90363 -3.42406 -1.32860 0.0 0.0 -0.1
N -1.06772 -2.15966 -0.88669 0.2 -0.1 0.1
C -0.77922 -4.93464 -1.31362 0.0 0.0 0.0
C 0.19359 -4.82544 -2.49732 0.0 0.0 0.0
C 0.08737 -4.90822 -0.04290 0.0 0.0 0.0
C -1.50152 -6.28279 -1.40866 0.0 0.0 0.0
C -2.56013 -3.15389 -3.07791 0.0 0.0 0.0
C -3.08063 -4.39991 -3.80119 0.0 0.0 0.0
C -3.67917 -2.10177 -2.99883 0.0 0.0 0.0
C -1.45690 -2.51936 -3.93966 0.0 0.0 0.0
H -4.69861 -2.50995 1.00949 0.0 0.0 0.0
H -4.44647 -1.82472 -0.59416 0.0 0.0 0.0
H -3.18910 -1.65839 0.62369 0.0 0.0 0.0
H -3.58693 -4.22861 1.91720 0.0 0.0 0.0
H -1.94302 -3.71884 1.53318 0.0 0.0 0.0
H -2.51181 -5.32816 1.06541 0.0 0.0 0.0
H -5.15984 -4.77145 0.16485 0.0 0.0 0.0
H -4.08839 -5.59149 -0.96738 0.0 0.0 0.0
H -5.01638 -4.17542 -1.47976 0.0 0.0 0.0
H 0.65455 -3.83714 -2.54779 0.0 0.0 0.0
H -0.28486 -5.04252 -3.45057 0.0 0.0 0.0
H 0.98658 -5.56372 -2.35630 0.0 0.0 0.0
H 0.55039 -3.93315 0.10338 0.0 0.0 0.0
H 0.87524 -5.65770 -0.15650 0.0 0.0 0.0
H -0.46708 -5.15429 0.85740 0.0 0.0 0.0
H -2.13905 -6.35883 -2.28835 0.0 0.0 0.0
H -2.10642 -6.49529 -0.52958 0.0 0.0 0.0
H -0.74763 -7.07179 -1.48037 0.0 0.0 0.0
H -3.86457 -4.92015 -3.25635 0.0 0.0 0.0
H -2.28306 -5.11022 -4.01961 0.0 0.0 0.0
H -3.50089 -4.08482 -4.76064 0.0 0.0 0.0
H -4.58861 -2.48776 -2.54566 0.0 0.0 0.0
H -3.93053 -1.79582 -4.01733 0.0 0.0 0.0
H -3.35357 -1.21445 -2.45142 0.0 0.0 0.0
H -0.73658 -3.24149 -4.31223 0.0 0.0 0.0
H -0.92822 -1.75266 -3.38115 0.0 0.0 0.0
H -1.92641 -2.04929 -4.80740 0.0 0.0 0.0
```
Positions in Å, forces in eV/Å.



Density functional theory data (ωB97M-V/def2-TZVPD) for a molecular structure, C40H52AsN3O2PSi2Tl.

- Net charge: -2
- Highest occupied orbital energy: -0.2 eV
- Gap between HOMO and LUMO: 4.225 eV
- Energy relative to the best compared isomer or geometry (same formula, charge and spin): 8.8 kJ/mol
- F_max: 0.80 eV Å⁻¹

```
102
Properties=species:S:1:pos:R:3:forces:R:3
Tl 0.44109 0.42186 -0.43275 0.5 0.5 -0.4
O -2.33069 0.77340 -1.60096 -0.3 0.0 0.0
C -2.79183 -0.27027 -2.42218 0.0 0.1 0.1
C -2.57707 -1.65447 -1.84657 0.0 0.0 0.0
C -3.12953 -2.78164 -2.45191 0.0 0.0 -0.1
C -2.85547 -4.02265 -1.90879 0.0 0.0 0.0
C -2.02564 -4.10631 -0.79940 0.0 0.0 0.0
C -1.52491 -2.92966 -0.26715 0.0 0.0 0.1
N -1.81822 -1.73263 -0.76622 -0.2 0.0 0.0
H -2.51038 0.54689 -0.67700 0.1 -0.1 0.0
H -2.23263 -0.18938 -3.35886 0.0 0.0 0.0
H -3.85575 -0.14600 -2.66473 0.0 0.0 0.0
H -3.75169 -2.68095 -3.33402 0.0 0.0 0.0
H -3.27454 -4.91794 -2.35277 0.0 0.0 0.0
H -1.77170 -5.06010 -0.35643 0.0 0.0 0.0
H -0.84788 -2.92954 0.58204 -0.1 0.0 0.0
C 1.67125 4.95541 1.14614 0.2 0.0 -0.1
Si 0.36638 3.90380 0.25907 -0.4 0.2 0.5
C -0.91173 5.16215 -0.36975 0.0 0.0 -0.2
C -0.54916 3.01503 1.65701 0.0 -0.1 -0.1
N 0.93077 2.79812 -0.87555 0.0 -0.3 0.0
C 1.63454 3.08544 -2.01806 0.0 0.2 0.0
C 2.00487 4.39143 -2.38776 0.0 0.0 0.1
C 2.72510 4.69476 -3.54308 0.0 -0.1 0.0
C 3.11291 3.66607 -4.38221 0.0 0.0 0.1
C 2.76446 2.35704 -4.04444 0.0 0.0 0.0
C 2.02663 2.01905 -2.89865 0.1 -0.1 -0.2
N 1.67327 0.72433 -2.58897 -0.1 -0.1 0.3
Si 1.90357 -0.62776 -3.54829 0.0 -0.4 -0.2
C 1.09965 -2.14659 -2.76035 -0.1 0.0 0.1
C 1.11988 -0.56563 -5.27726 -0.1 0.2 -0.1
C 3.70338 -1.17249 -3.84560 0.2 0.1 0.0
H 1.22611 5.47357 2.00203 0.0 0.0 0.0
H 2.11563 5.70791 0.48772 0.0 0.0 0.0
H 2.48347 4.32193 1.51573 0.0 0.0 0.0
H -1.09709 5.93788 0.38113 0.0 0.0 0.0
H -1.85838 4.64989 -0.57057 0.0 0.0 0.0
H -0.59798 5.65015 -1.29763 0.0 0.0 0.0
H -1.34141 3.65885 2.05451 0.1 0.0 0.0
H 0.10411 2.73341 2.48801 0.0 0.0 0.0
H -1.03345 2.09733 1.30807 0.0 0.0 0.1
H 1.70696 5.20292 -1.73106 0.0 0.0 0.0
H 2.97932 5.72509 -3.76997 0.0 0.0 0.0
H 3.67404 3.86481 -5.28944 0.0 0.0 0.0
H 3.07902 1.54882 -4.69903 0.0 0.0 0.0
H 0.00900 -2.10894 -2.85012 0.0 0.0 0.0
H 1.33513 -2.23512 -1.69515 0.0 0.0 0.0
H 1.44300 -3.06274 -3.25459 0.0 0.0 0.0
H 0.04617 -0.36716 -5.18831 0.0 0.0 0.0
H 1.24983 -1.51086 -5.81515 0.0 0.0 0.0
H 1.54468 0.23642 -5.88756 0.0 0.0 0.0
H 4.06299 -1.78223 -3.00970 0.0 0.0 0.0
H 4.37343 -0.31165 -3.93016 0.0 0.0 0.0
H 3.79830 -1.76601 -4.76117 0.0 0.0 0.0
O 1.26640 -0.16401 2.61766 0.4 0.1 -0.1
C 0.52952 0.16655 3.48971 -0.2 -0.2 0.3
C -0.29819 0.06976 4.53101 0.1 0.3 0.0
C 0.16945 0.36559 5.89660 0.0 -0.1 0.0
C -0.69115 0.37498 6.93967 0.0 0.0 -0.1
C -2.09365 0.11228 6.78945 0.0 0.0 0.0
C -2.55925 -0.13530 5.51219 0.0 0.1 0.1
C -1.75810 -0.12232 4.37137 -0.1 -0.2 -0.1
P -2.37927 -0.50812 2.74471 -0.1 -0.1 0.2
C -3.81234 0.61329 2.46383 0.1 0.0 0.0
C -3.98605 1.77872 3.20802 -0.1 0.0 0.0
C -4.97466 2.69595 2.87110 0.0 0.0 0.0
C -5.79950 2.47365 1.77715 0.0 0.0 0.0
C -5.62565 1.32434 1.01538 0.0 0.0 0.0
C -4.63978 0.41020 1.35578 0.0 0.0 -0.1
C -3.22508 -2.13007 3.04396 0.0 0.1 0.0
C -4.58958 -2.39535 2.96795 0.0 0.0 0.0
C -5.08810 -3.67213 3.22104 0.0 0.1 0.0
C -4.23232 -4.70696 3.55864 0.0 0.0 0.0
C -2.86714 -4.45077 3.66087 0.0 0.0 0.0
C -2.37557 -3.18321 3.40503 0.0 0.0 0.0
H 1.22449 0.56107 6.04947 0.0 0.0 0.0
H -0.29631 0.58923 7.92895 0.0 0.0 0.0
H -2.75880 0.12278 7.64249 0.0 0.0 0.0
H -3.61935 -0.34195 5.37624 0.0 0.0 0.0
H -3.32938 1.96332 4.04975 0.0 0.0 0.0
H -5.09080 3.59744 3.46148 0.0 0.0 0.0
H -6.56016 3.19732 1.50897 0.0 0.0 0.0
H -6.24606 1.15128 0.14353 0.0 0.0 0.0
H -4.51002 -0.48149 0.74801 0.1 0.0 0.0
H -5.28226 -1.59848 2.72517 0.0 0.0 0.0
H -6.15639 -3.84914 3.16056 0.0 0.0 0.0
H -4.61999 -5.70190 3.74342 0.0 0.0 0.0
H -2.18659 -5.24415 3.94819 0.0 0.0 0.0
H -1.31301 -2.98284 3.50556 0.0 0.0 0.0
C 4.00039 -3.52727 -0.03187 0.0 0.0 -0.1
As 2.73960 -2.32077 0.90156 0.0 -0.2 -0.1
C 3.56413 -2.53751 2.67119 0.0 0.1 0.1
C 3.67032 -0.68708 0.35952 0.0 0.1 0.0
H 5.03075 -3.32924 0.27273 0.0 0.0 0.0
H 3.91408 -3.35636 -1.10669 0.0 0.0 0.0
H 3.76040 -4.57244 0.16948 0.0 0.0 0.0
H 3.57870 -3.59373 2.94298 0.0 0.0 0.0
H 2.97341 -1.99001 3.40510 0.0 0.0 0.0
H 4.58496 -2.14991 2.66727 0.0 0.0 0.0
H 4.73776 -0.76942 0.57535 0.0 0.0 0.0
H 3.25239 0.16924 0.88927 0.0 0.0 0.0
H 3.52357 -0.52392 -0.71019 0.0 0.0 0.0
```
Positions in Å, forces in eV/Å.